Below is a molecular structure, C4H4NO at a distorted geometry, with properties calculated with the ωB97M-V functional and the def2-TZVPD basis.

Atoms and positions in Å:
C  -2.1810  -1.0412  0.2731
C  -1.8893  0.9049  -0.2090
C  -1.0783  -0.3022  0.0397
C  0.3842  -0.5973  -0.0253
N  -3.4892  -0.6077  0.1531
O  -3.1789  0.6211  -0.1577
H  -1.6047  1.9314  -0.2251
H  0.4338  -0.9036  -1.1879
H  0.7474  -1.4312  0.5124
H  1.0393  0.3052  0.2711

Atomic forces in eV per Å
C -3.84 2.90 -0.17
C 1.79 -3.39 0.46
C 0.07 0.83 0.03
C 0.47 1.81 -2.96
N 2.85 -3.88 0.17
O -0.92 2.53 0.28
H 0.27 0.52 -0.17
H 0.70 0.96 2.47
H -0.22 -0.93 0.83
H -1.16 -1.36 -0.94

## Properties
Charge = +1
E_tot = -7735.165 eV